[1]
273
Properties=species:S:1:pos:R:3:lowdin_charge:R:1 method="wB97M-V/def2-TZVPD" relative_energy_kj_mol=0.0 total_energy_ha=-5268.738986 homo_lumo_gap_ev=8.89 largest_force_ev_per_a=3.9 lumo_energy_ev=0.52
C 5.740 3.929 -2.199 -0.10
O 4.796 4.574 -1.371 -0.20
C 5.151 4.421 -0.011 -0.23
C 4.096 5.087 0.860 -0.22
N 4.032 6.511 0.599 -0.03
C 2.841 7.094 1.238 -0.23
C 2.661 8.589 1.253 -0.17
O 2.556 8.999 -0.139 -0.22
C 2.266 10.345 -0.275 -0.15
H 5.785 2.877 -1.906 0.08
H 6.721 4.378 -2.073 0.09
H 5.479 4.007 -3.236 0.08
H 6.103 4.900 0.192 0.12
H 5.266 3.369 0.280 0.12
H 4.291 5.013 1.960 0.14
H 3.146 4.636 0.584 0.10
H 3.783 6.658 -0.365 0.09
H 2.943 6.759 2.267 0.11
H 1.868 6.683 0.918 0.10
H 3.477 9.049 1.688 0.10
H 1.714 8.844 1.740 0.13
H 2.993 10.908 0.356 0.09
H 1.277 10.640 0.161 0.09
H 2.363 10.589 -1.334 0.09
C -4.963 -1.755 3.648 -0.11
O -6.046 -1.195 2.949 -0.19
C -7.233 -1.188 3.708 -0.23
C -7.279 -0.161 4.840 -0.19
N -7.330 1.225 4.362 -0.05
C -8.633 1.665 3.955 -0.21
C -8.472 3.015 3.170 -0.23
O -7.476 2.902 2.216 -0.20
C -7.657 3.768 1.105 -0.08
H -4.230 -2.052 2.929 0.06
H -5.264 -2.572 4.272 0.08
H -4.472 -1.052 4.368 0.10
H -7.464 -2.245 4.064 0.14
H -8.002 -0.885 3.005 0.10
H -6.412 -0.326 5.503 0.11
H -8.176 -0.428 5.437 0.13
H -6.634 1.512 3.703 0.10
H -9.328 1.902 4.756 0.12
H -9.134 1.007 3.230 0.10
H -8.122 3.793 3.868 0.13
H -9.456 3.252 2.812 0.10
H -8.748 3.850 0.892 0.09
H -7.227 3.337 0.214 0.06
H -7.311 4.766 1.266 0.08
C 7.202 -4.013 2.626 -0.10
O 5.925 -4.594 2.495 -0.24
C 5.806 -5.990 2.742 -0.22
C 4.367 -6.319 2.408 -0.20
N 4.270 -6.028 0.968 -0.04
C 2.940 -6.303 0.387 -0.19
C 1.914 -5.207 0.442 -0.22
O 2.228 -4.347 -0.651 -0.20
C 1.538 -3.100 -0.599 -0.07
H 7.156 -2.941 2.423 0.09
H 7.874 -4.503 1.912 0.08
H 7.554 -4.205 3.642 0.09
H 6.055 -6.226 3.749 0.11
H 6.549 -6.474 2.116 0.12
H 3.584 -5.819 3.084 0.13
H 4.172 -7.381 2.505 0.11
H 4.570 -5.101 0.705 0.09
H 2.468 -7.209 0.834 0.11
H 3.048 -6.547 -0.672 0.12
H 1.908 -4.644 1.416 0.13
H 0.881 -5.570 0.254 0.11
H 0.468 -3.193 -0.936 0.09
H 1.987 -2.461 -1.359 0.06
H 1.657 -2.622 0.379 0.08
C 5.044 -3.490 -2.294 -0.10
O 6.263 -3.481 -2.972 -0.22
C 6.942 -4.703 -3.100 -0.21
C 7.471 -5.207 -1.683 -0.13
N 8.198 -4.094 -0.956 -0.05
C 9.241 -3.500 -1.770 -0.22
C 9.710 -2.239 -1.016 -0.22
O 8.774 -1.213 -1.295 -0.23
C 8.906 -0.004 -0.572 -0.10
H 4.315 -2.879 -2.753 0.05
H 5.204 -3.090 -1.256 0.11
H 4.726 -4.536 -2.270 0.09
H 7.749 -4.531 -3.812 0.11
H 6.304 -5.457 -3.578 0.12
H 8.059 -6.074 -1.851 0.10
H 6.601 -5.324 -1.087 0.08
H 7.529 -3.358 -0.655 0.11
H 8.841 -3.073 -2.740 0.13
H 10.066 -4.174 -1.892 0.11
H 10.746 -1.938 -1.356 0.13
H 9.763 -2.459 0.052 0.12
H 9.769 0.589 -0.884 0.08
H 8.935 -0.147 0.547 0.11
H 8.017 0.575 -0.851 0.07
C -11.737 1.400 0.899 -0.11
O -10.490 0.733 0.828 -0.21
C -9.825 0.917 -0.385 -0.24
C -8.407 0.392 -0.102 -0.22
N -7.337 1.019 -0.831 -0.02
C -6.077 0.826 -0.119 -0.20
C -5.043 1.500 -0.955 -0.24
O -4.843 0.771 -2.121 -0.21
C -3.847 1.269 -2.989 -0.10
H -11.716 2.471 0.672 0.08
H -12.076 1.282 1.909 0.08
H -12.439 0.994 0.153 0.09
H -9.788 1.966 -0.751 0.12
H -10.373 0.360 -1.239 0.14
H -8.483 -0.726 -0.121 0.14
H -8.322 0.531 0.955 0.08
H -7.311 0.522 -1.712 0.11
H -5.801 -0.224 0.103 0.11
H -6.119 1.193 0.895 0.11
H -4.152 1.634 -0.374 0.09
H -5.334 2.588 -1.297 0.16
H -4.204 2.169 -3.611 0.12
H -3.505 0.515 -3.732 0.09
H -2.947 1.628 -2.473 0.05
C 3.726 -2.232 2.692 -0.06
O 2.389 -1.677 2.922 -0.21
C 2.080 -0.381 2.406 -0.20
C 2.720 0.801 3.167 -0.20
N 2.008 1.179 4.357 -0.07
C 2.573 2.375 5.010 -0.17
C 4.007 2.310 5.541 -0.20
O 3.981 1.291 6.556 -0.20
C 5.231 0.756 6.789 -0.15
H 3.645 -3.160 3.219 0.07
H 4.541 -1.577 3.071 0.09
H 3.901 -2.415 1.653 0.06
H 0.994 -0.417 2.384 0.09
H 2.399 -0.287 1.358 0.09
H 2.889 1.675 2.513 0.12
H 3.822 0.515 3.338 0.13
H 1.923 0.372 4.998 0.14
H 1.979 2.786 5.846 0.13
H 2.621 3.125 4.254 0.10
H 4.329 3.206 5.965 0.11
H 4.669 2.035 4.739 0.10
H 6.069 1.509 6.589 0.10
H 5.306 -0.088 6.026 0.10
H 5.350 0.375 7.815 0.08
C -6.413 -0.939 -5.186 -0.12
O -6.255 -1.475 -3.894 -0.20
C -5.315 -2.540 -3.962 -0.21
C -5.166 -3.138 -2.567 -0.20
N -4.362 -2.318 -1.670 -0.06
C -4.422 -2.733 -0.272 -0.19
C -3.902 -4.164 -0.017 -0.22
O -4.186 -4.688 1.244 -0.20
C -5.521 -4.971 1.465 -0.12
H -6.846 -1.609 -5.926 0.09
H -5.477 -0.493 -5.506 0.09
H -7.149 -0.176 -5.074 0.08
H -4.349 -2.084 -4.267 0.13
H -5.691 -3.281 -4.623 0.11
H -4.635 -4.088 -2.676 0.11
H -6.228 -3.370 -2.185 0.15
H -4.676 -1.345 -1.751 0.10
H -5.471 -2.703 0.072 0.11
H -3.916 -1.961 0.300 0.09
H -2.831 -4.133 -0.028 0.11
H -4.330 -4.822 -0.845 0.13
H -6.205 -4.382 0.866 0.07
H -5.798 -4.743 2.509 0.09
H -5.665 -6.107 1.339 0.11
C -2.153 -7.081 -0.802 -0.13
O -0.897 -7.047 -0.222 -0.21
C -0.614 -8.003 0.790 -0.20
C -1.323 -7.708 2.156 -0.16
N -0.652 -6.723 3.047 -0.05
C -1.261 -5.427 3.233 -0.22
C -0.467 -4.594 4.188 -0.22
O -1.124 -3.374 4.361 -0.22
C -0.694 -2.565 5.388 -0.12
H -2.207 -6.264 -1.467 0.07
H -2.929 -6.961 -0.058 0.06
H -2.318 -7.980 -1.447 0.11
H 0.497 -8.189 0.847 0.12
H -1.012 -9.008 0.475 0.12
H -1.503 -8.600 2.677 0.09
H -2.396 -7.389 1.793 0.13
H -0.528 -7.116 3.953 0.09
H -2.278 -5.430 3.538 0.11
H -1.220 -4.981 2.223 0.11
H 0.520 -4.459 3.791 0.12
H -0.401 -5.050 5.173 0.12
H -1.518 -1.804 5.587 0.11
H 0.219 -2.025 5.130 0.08
H -0.551 -3.137 6.343 0.10
C -0.921 7.448 -8.374 -0.07
O -1.023 6.169 -7.630 -0.20
C 0.074 5.352 -8.046 -0.24
C 0.148 4.164 -7.087 -0.18
N 0.290 4.560 -5.688 -0.08
C 1.634 4.628 -5.236 -0.22
C 1.705 5.141 -3.823 -0.21
O 1.018 6.395 -3.773 -0.19
C 1.283 6.994 -2.523 -0.11
H -1.071 7.217 -9.454 0.09
H 0.032 7.961 -8.252 0.08
H -1.819 8.001 -8.081 0.08
H 1.037 5.934 -8.069 0.13
H -0.099 5.064 -9.102 0.12
H 1.071 3.673 -7.369 0.11
H -0.638 3.414 -7.283 0.12
H -0.158 5.437 -5.450 0.11
H 2.302 5.261 -5.850 0.13
H 1.937 3.604 -5.306 0.12
H 2.746 5.186 -3.474 0.12
H 1.135 4.544 -3.076 0.11
H 2.290 7.492 -2.511 0.10
H 1.300 6.255 -1.701 0.08
H 0.489 7.719 -2.339 0.09
C -1.130 -2.096 1.774 -0.12
O -1.157 -1.158 0.791 -0.22
C -1.926 -0.010 1.144 -0.16
C -1.465 1.068 0.207 -0.17
N -0.022 1.283 0.334 -0.08
C 0.628 2.099 -0.683 -0.15
C 2.152 1.860 -0.514 -0.16
O 2.574 0.493 -0.805 -0.23
C 2.764 0.263 -2.244 -0.04
H -0.735 -3.016 1.374 0.08
H -2.119 -2.264 2.115 0.07
H -0.537 -1.803 2.681 0.10
H -1.855 0.258 2.201 0.14
H -2.941 -0.305 0.857 0.11
H -1.989 1.976 0.471 0.11
H -1.737 0.818 -0.836 0.11
H 0.554 0.415 0.435 0.11
H 0.317 3.175 -0.626 0.13
H 0.302 1.749 -1.666 0.08
H 2.479 2.053 0.467 0.08
H 2.661 2.599 -1.140 0.12
H 2.592 -0.801 -2.437 0.06
H 3.794 0.533 -2.527 0.08
H 2.000 0.836 -2.839 0.09
O -0.335 0.019 -3.704 -0.08
H -0.923 0.742 -3.448 -0.01
H -0.722 -0.770 -3.276 0.02
O 5.083 -0.086 0.596 -0.07
H 5.432 -0.188 -0.315 0.01
H 4.144 -0.010 0.408 -0.02
O -1.589 -1.848 -1.883 -0.08
H -1.270 -1.709 -0.968 0.02
H -2.455 -2.289 -1.881 0.01
O 4.415 -1.353 -5.047 -0.03
H 3.515 -1.108 -4.988 -0.03
H 4.494 -2.238 -4.654 0.03
O -0.034 2.397 2.733 -0.10
H 0.121 1.970 1.887 -0.03
H 0.549 1.823 3.337 0.05
O 1.591 -1.282 -5.563 -0.07
H 1.006 -0.602 -5.124 0.04
H 1.328 -2.096 -5.119 0.04
O 1.081 5.028 2.458 -0.07
H 0.415 5.659 2.084 0.04
H 0.589 4.232 2.558 -0.04
O -1.877 5.679 0.924 -0.08
H -1.404 5.014 0.361 0.04
H -2.296 5.142 1.614 -0.01
O 6.055 -0.268 -2.360 -0.06
H 6.838 -0.853 -2.275 0.04
H 5.620 -0.626 -3.125 0.00
O -0.916 2.856 -3.596 -0.07
H -0.558 3.263 -4.398 0.01
H -1.331 3.618 -3.139 0.07
O -2.632 3.636 2.918 -0.08
H -1.798 3.307 3.277 0.01
H -3.032 4.296 3.533 0.07


[2]
134
Properties=species:S:1:pos:R:3:lowdin_charge:R:1 method="wB97M-V/def2-TZVPD" total_energy_ha=-4718.380165 homo_lumo_gap_ev=7.56 smiles="O=C1C=C(O)C(=O)C=C1O.O=C1C=C(O)C(=O)C=C1O.O=C1C=C(O)C(=O)C=C1O.O=C1C=C(O)C(=O)C=C1O.O=C1C=C(O)C(=O)C=C1O.O=C1C=C(O)C(=O)C=C1O.O=C1C=C(O)C(=O)C=C1O.Fc1ccccc1.Fc1ccccc1.Fc1ccccc1" largest_force_ev_per_a=4.4 lumo_energy_ev=-1.91
C 3.245 -1.999 3.595 0.08
C 2.622 -1.774 4.778 -0.26
C 1.651 -2.704 5.386 -0.34
O 1.199 -2.387 6.436 0.15
C 1.375 -3.956 4.613 0.09
C 1.936 -4.138 3.421 -0.21
C 2.951 -3.180 2.826 -0.30
O 3.514 -3.478 1.778 0.10
O 1.803 -5.330 2.785 0.10
O 2.856 -0.777 5.617 0.13
H 3.997 -1.281 3.243 0.14
H 0.623 -4.655 5.012 0.15
H 2.295 -5.276 1.957 0.10
H 2.325 -1.094 6.372 0.10
C -3.632 2.898 3.716 0.08
C -2.540 2.800 2.981 -0.26
C -1.484 3.854 3.110 -0.32
O -0.472 3.701 2.448 0.10
C -1.594 4.964 4.029 0.07
C -2.736 5.105 4.728 -0.24
C -3.854 4.055 4.617 -0.26
O -4.887 4.240 5.258 0.10
O -3.029 6.024 5.595 0.14
O -2.150 1.793 2.231 0.12
H -4.312 2.073 3.868 0.13
H -0.777 5.662 4.212 0.14
H -3.945 5.795 5.873 0.12
H -1.373 2.174 1.776 0.09
C -1.695 6.553 0.952 0.06
C -2.046 5.790 -0.058 -0.22
C -0.956 5.206 -0.918 -0.29
O -1.257 4.621 -1.923 0.09
C 0.460 5.428 -0.561 0.09
C 0.789 6.118 0.558 -0.22
C -0.334 6.649 1.419 -0.30
O 0.052 7.247 2.428 0.09
O 1.990 6.365 1.060 0.12
O -3.326 5.652 -0.452 0.11
H -2.454 7.147 1.438 0.15
H 1.073 4.986 -1.288 0.10
H 1.912 7.042 1.757 0.12
H -3.376 5.061 -1.272 0.12
C -1.285 0.246 6.257 0.08
C -1.917 -0.916 6.074 -0.18
C -1.645 -1.781 4.803 -0.28
O -2.136 -2.906 4.673 0.10
C -0.765 -1.293 3.778 0.06
C -0.032 -0.221 4.087 -0.22
C -0.403 0.714 5.207 -0.32
O 0.059 1.839 5.165 0.11
O 0.966 0.315 3.335 0.06
O -2.663 -1.568 6.992 0.12
H -1.347 0.936 7.090 0.14
H -0.641 -1.715 2.797 0.13
H 1.112 1.265 3.650 0.15
H -2.792 -2.422 6.609 0.09
C -5.130 1.726 -2.695 0.08
C -3.943 2.355 -3.016 -0.19
C -3.067 1.855 -4.145 -0.29
O -2.080 2.553 -4.302 0.10
C -3.416 0.653 -4.957 0.07
C -4.575 0.064 -4.673 -0.23
C -5.506 0.618 -3.532 -0.30
O -6.560 0.042 -3.302 0.08
O -4.985 -1.144 -5.061 0.07
O -3.544 3.439 -2.328 0.06
H -5.732 2.138 -1.870 0.14
H -2.695 0.128 -5.584 0.14
H -5.854 -1.260 -4.551 0.13
H -2.611 3.643 -2.481 0.05
C -1.262 -5.642 -1.890 0.07
C -1.033 -6.182 -3.111 -0.25
C 0.406 -6.256 -3.615 -0.30
O 0.642 -6.756 -4.705 0.12
C 1.509 -5.554 -2.929 0.09
C 1.232 -4.827 -1.821 -0.23
C -0.154 -4.856 -1.249 -0.30
O -0.387 -4.119 -0.318 0.08
O 2.116 -4.140 -1.117 0.11
O -1.909 -6.794 -3.920 0.09
H -2.270 -5.410 -1.492 0.14
H 2.436 -5.667 -3.534 0.14
H 1.763 -3.761 -0.325 0.08
H -2.831 -6.498 -3.744 0.13
C 5.677 -3.646 -1.306 0.10
C 5.700 -2.749 -0.290 -0.21
C 4.801 -1.517 -0.378 -0.33
O 4.795 -0.781 0.590 0.07
C 3.965 -1.307 -1.561 0.05
C 3.937 -2.190 -2.572 -0.23
C 4.732 -3.473 -2.491 -0.31
O 4.549 -4.322 -3.318 0.13
O 3.156 -2.105 -3.669 0.09
O 6.348 -2.829 0.922 0.07
H 6.276 -4.547 -1.267 0.13
H 3.624 -0.268 -1.647 0.12
H 2.498 -1.348 -3.598 0.16
H 6.135 -2.038 1.437 0.09
F -2.159 0.016 -0.946 0.06
C -0.898 0.203 -0.560 -0.31
C -0.317 1.468 -0.720 -0.01
C 0.933 1.690 -0.228 -0.08
C 1.601 0.629 0.361 -0.10
C 1.040 -0.632 0.442 -0.06
C -0.273 -0.877 -0.065 0.00
H -0.919 2.330 -1.149 0.13
H 1.303 2.710 -0.383 0.10
H 2.566 0.777 0.839 0.11
H 1.556 -1.422 0.978 0.10
H -0.745 -1.842 0.057 0.10
F 2.965 4.928 -3.016 0.04
C 4.006 4.048 -3.050 -0.26
C 4.146 3.130 -1.993 -0.01
C 5.199 2.242 -2.040 -0.10
C 6.045 2.244 -3.111 -0.11
C 6.005 3.233 -4.070 -0.08
C 4.977 4.167 -4.015 -0.02
H 3.495 3.209 -1.104 0.11
H 5.376 1.488 -1.264 0.11
H 6.845 1.520 -3.093 0.11
H 6.702 3.205 -4.888 0.11
H 4.994 4.941 -4.812 0.13
F -5.950 -4.590 -4.349 0.05
C -4.818 -3.964 -3.916 -0.29
C -4.878 -3.174 -2.778 0.02
C -3.627 -2.523 -2.399 -0.05
C -2.499 -2.710 -3.153 -0.11
C -2.497 -3.501 -4.315 -0.07
C -3.661 -4.183 -4.636 -0.04
H -5.773 -3.065 -2.226 0.11
H -3.651 -1.872 -1.553 0.09
H -1.597 -2.165 -2.949 0.10
H -1.540 -3.559 -4.840 0.12
H -3.653 -4.792 -5.561 0.14